Entry from OMol25: the ion C9H14N3OS with charge +1 at a distorted geometry (ωB97M-V/def2-TZVPD).

- Electronic energy: -26903.9205 eV
- ΔE to the lowest compared entry with this formula, charge and spin: 85.96 kJ/mol

```
! wB97M-V def2-TZVPD RIJCOSX def2/J DEFGRID3
* xyz 1 1
C 2.6365 1.1087 0.0053
C 2.3617 -0.6986 1.4739
C 0.1348 0.7775 -0.6023
C 2.8726 0.0620 -1.1236
C -1.7471 -0.5796 -1.0088
C -2.1506 1.5787 -0.0437
C -2.3837 -1.2229 0.2365
C -2.8188 0.8698 1.1503
C 2.2078 -1.2190 -0.8307
N 2.5193 0.5281 1.2994
N -1.1481 0.6825 -0.5990
N 2.2005 -1.6357 0.4278
O -3.3557 -0.3732 0.7759
S 1.0975 2.1041 -0.2074
H 3.4471 1.8390 0.0393
H 2.2662 -1.0930 2.4734
H 2.5853 0.4553 -2.0970
H 3.9571 -0.0986 -1.1283
H -0.9842 -1.2276 -1.4399
H -2.5243 -0.3855 -1.7527
H -2.9038 1.7744 -0.8133
H -1.6880 2.5140 0.2707
H -2.8863 -2.1554 -0.0231
H -1.5903 -1.4254 0.9777
H -2.0792 0.7428 1.9567
H -3.6565 1.4603 1.5215
H 1.7743 -1.8264 -1.6084
H 1.8557 -2.5562 0.6696
*
```

Results of the Mulliken charge analysis, in e, for atoms 1 through 8:
1 C 0.007
2 C -0.212
3 C -0.028
4 C -0.682
5 C -0.587
6 C -0.563
7 C -0.480
8 C -0.491